1.
Computed, not measured: C40H34AsF6N7O2Ta as an isolated structure, with the ωB97M-V functional and the def2-TZVPD basis.

Computed properties:
* multiplicity: 2
* charge: +2
* calculated total energy: -4970.12290 hartree
* HOMO (alpha / beta): -13.284 / -13.283 eV

Structure (XYZ):
```
91
C40H34AsF6N7O2Ta the ωB97M-V functional and the def2-TZVPD basis
H 0.28817 6.07766 2.35758
F 2.03016 -3.40833 0.27810
N 0.58867 0.27346 1.94930
C -2.49629 -3.55515 -2.13029
C -3.40783 -2.06830 1.29921
C -3.14317 -3.26456 -0.79946
F -1.23285 -4.17050 0.61901
C 0.52857 1.11099 -4.02793
N 1.97118 -0.79255 -0.02842
H 3.79809 3.09982 1.40284
H -1.64352 -2.92292 -2.37122
C -1.12522 1.61061 2.18014
C 0.43056 5.17547 1.77823
H -1.36221 2.93455 3.82163
F 0.69903 -4.33833 2.01957
C 1.79039 -0.34423 2.32005
C -1.59942 -0.02586 -4.12421
C -3.38132 2.62965 1.11955
C -2.93214 3.12760 2.32822
C 3.20637 -1.51566 -3.42980
N -0.45851 0.23142 -2.07283
F -0.08852 -1.96407 1.22390
H 3.85173 -1.02044 4.88395
C 2.96387 2.40344 1.50006
C -1.05563 3.56716 -1.30045
H -1.18214 5.59759 0.43027
C -0.52627 0.58441 -4.76809
H 1.32423 1.68833 -4.47881
H -4.18839 -5.11510 -0.95091
H -0.47488 3.95061 -2.14390
C 2.81221 -0.84899 -1.14003
C -0.25127 3.73431 -0.03873
C 1.69080 3.16690 1.31010
C 1.29707 1.72926 -1.65546
C 0.50845 0.94020 -2.66268
H 3.04729 1.93798 2.47927
H 1.42221 -1.96368 -2.36299
H 5.85725 0.21412 -2.21745
H -1.31498 2.53589 -1.53301
C -1.52278 -0.18362 -2.75895
C -2.89346 -2.13665 0.00131
As 0.41433 -3.91769 0.41167
H 1.64105 0.02111 4.42537
H -3.22447 -3.46048 -2.93759
C 0.74982 2.82194 0.33274
C 4.46401 -0.91968 -3.39425
N -2.06237 -1.08318 -0.60243
C -2.58961 -0.70818 -1.84829
H 4.41579 0.29474 -0.24624
H 2.21062 4.59581 2.81489
C 1.49248 4.33518 2.04693
H -2.12719 -4.58105 -2.12858
C -4.54189 -4.18310 0.93957
N -1.53611 1.12075 0.99116
C 4.08595 -0.24172 -1.12354
H -4.61738 -3.05752 2.74887
C -1.76886 2.60119 2.87821
H 4.34754 -1.90644 0.73143
H -1.98092 4.14067 -1.25504
C -3.15140 -0.96796 2.29663
H -2.08816 -0.85654 2.52888
C 3.48166 -0.95462 3.87030
C -4.21896 -3.11007 1.74406
N 0.77366 1.55360 -0.37896
C 2.37840 -1.46693 -2.32950
O 2.14330 2.51577 -1.98807
C 4.23916 -1.46879 2.81828
H 2.87962 -2.03179 -4.32248
H -3.56044 -0.00666 1.98610
H 5.10410 -0.95553 -4.26527
H -4.28992 2.99198 0.66025
H -5.19484 -4.96479 1.30236
H 3.07457 1.65170 0.72746
C 3.78404 -1.42727 1.51729
N 0.05585 1.08325 2.71444
H -3.64259 -1.22071 3.23354
C -2.66898 1.62476 0.48708
H -3.04138 1.19935 -0.43084
F 0.08504 -2.80427 -0.94790
C 2.53471 -0.84441 1.23526
Ta -0.21294 -0.36725 -0.01265
C -0.40756 4.89256 0.70895
H -2.48809 -0.35120 -4.64741
H -0.54202 0.70650 -5.84324
O -3.73892 -0.73144 -2.18970
C 4.89281 -0.27361 -2.24094
H -3.47850 3.90551 2.84439
H 5.19010 -1.93933 3.02791
F 0.65727 -5.29788 -0.50089
C -3.99272 -4.25476 -0.32284
C 2.24484 -0.38403 3.62600
```

Atomic charges from the Mulliken analysis, expressed in e, are listed below: 0.4557 -0.4177 2.0013 -1.7431 1.1541 1.3392 -0.3072 -0.9258 1.2365 0.6886 0.0103 0.0058 -1.2355 0.6236 -0.4046 -0.2820 -0.6889 -0.8788 -0.8711 -0.9173 0.7772 -0.8299 0.5023 -1.5650 -1.7830 0.5082 -1.0221 0.6893 0.5186 0.4666 0.5203 1.3404 0.9505 -0.1612 0.5322 0.3770 0.4706 0.4969 0.1710 0.2511 0.0303 1.6684 0.5313 0.4596 -0.2790 -0.7378 0.9006 -0.1925 0.5573 0.5566 -0.8267 0.5324 -1.1193 1.0562 -0.2285 0.4470 -0.8774 0.6241 0.4814 -0.6342 -0.0328 -0.7938 -1.1797 0.9644 -0.4973 -0.5946 -0.9379 0.5491 0.1211 0.4837 0.5677 0.4313 -0.1906 -0.2039 -1.5888 0.6083 -0.0535 0.1481 -0.1723 -0.0482 1.0426 -0.6067 0.6492 0.5484 -0.5434 -1.1481 0.5376 0.5162 -0.3959 -0.9398 -0.2444

---

2.
Computed, not measured: C40H34Cl2F6N5O3PSY as an isolated structure, with the ωB97M-V functional and the def2-TZVPD basis.

Computed properties:
* charge: +1
* calculated total energy: -4341.78749 hartree
* HOMO: -10.760 eV

Structure (XYZ):
```
93
C40H34Cl2F6N5O3PSY the ωB97M-V functional and the def2-TZVPD basis
H -0.87757 -3.66859 -0.76096
H 4.19600 -1.44504 0.65346
H 2.02538 0.51747 -3.07957
H 6.80253 -0.02256 -1.69180
C -0.20898 4.36837 -3.52831
C 0.12064 5.23087 2.77149
H -1.31132 5.20328 -5.17570
C 1.28819 -0.54961 4.91600
C -1.25187 -1.44090 -3.08065
C -3.50360 -1.03868 4.77376
C 3.60612 -0.39909 5.56087
C 0.11056 2.44113 2.73647
H 6.72401 1.43640 -2.67210
C 6.45473 1.01269 -1.70502
H -4.69428 -0.52423 -0.67389
H -0.74692 3.10801 -0.36736
H 4.44869 0.54527 -3.52596
C 3.86253 0.35160 4.42091
O -2.34439 0.52094 -0.65976
O 1.49813 -1.33359 0.74959
H -4.35592 -1.44652 5.30235
C 1.53393 0.18270 3.75806
N 2.19354 1.02742 -1.09093
C -0.26535 4.55455 1.62620
F 1.56843 -3.22132 2.78058
H -1.63493 2.09772 0.51780
H 0.13040 6.31348 2.77562
C 3.67101 -2.17104 1.27324
C -1.33805 1.98472 -4.26843
C -4.19736 -0.63537 0.28313
H 2.58803 1.61767 0.82192
N -1.70222 0.64474 -4.37340
F 1.75772 -4.00711 -1.13900
H -2.08886 1.93049 3.99239
N -0.36019 0.77157 -2.61483
C -1.10145 -3.12922 -1.67057
O -1.88189 -1.22030 0.60426
H 0.29155 -0.90782 5.13843
H 3.06725 1.22111 2.66458
Cl -4.60766 -2.21925 0.92516
H 0.23804 5.31891 -3.26871
C 4.41520 1.35966 -0.25721
H -2.33042 3.05822 -5.87017
F 3.72796 -3.14697 -1.16612
C -1.08291 -0.01537 -3.36669
C -2.70285 -0.44487 0.07276
H 0.81028 3.28129 -1.96979
H -2.73177 -2.96284 4.20375
C 1.62083 -3.56580 1.48923
C 3.04590 1.34186 -0.11463
H 3.52394 -1.74668 2.26216
C -2.22044 0.85680 4.03167
C -2.58948 -1.89064 4.16037
H 5.04189 1.61622 0.58813
C -0.27692 3.16574 1.61015
C 2.72474 0.76140 -2.29095
C 4.96877 1.05377 -1.49553
N -0.68966 2.46703 0.41822
H 0.78906 2.58266 4.76734
H -0.56923 5.10442 0.74203
H 4.28255 -3.06958 1.34955
C -1.66439 3.10905 -5.01901
C 2.29308 -2.44245 0.67454
Y 0.05481 -0.09161 -0.25388
H -2.23776 -2.30858 -4.84503
C -1.83926 -2.39133 -3.84623
C -0.48993 2.04150 -3.16909
F 0.34683 -3.78560 1.10769
Cl -4.78706 0.68012 1.32864
H 4.86226 0.71775 4.22224
C -3.32140 0.33237 4.70317
F 2.01351 -1.93339 -1.64068
H 0.77650 5.05008 4.81050
C 0.48426 4.52286 3.91209
C 2.31799 -0.84512 5.80390
C 0.47938 3.13729 3.88842
C -1.30201 0.01263 3.41675
F 2.27821 -4.72518 1.39497
H 4.40427 -0.62693 6.25547
N -0.82226 -1.86787 -1.84240
H 2.10232 -1.42421 6.69262
H -0.80579 -2.04115 2.98833
C -1.08878 4.30027 -4.62368
C 0.10630 3.24485 -2.79198
H 6.98608 1.55394 -0.92410
H -4.03218 1.00100 5.17142
P 0.20109 0.62908 2.56365
S -1.87013 -3.86561 -2.99173
H -2.35888 0.25188 -5.02504
C 4.08347 0.77092 -2.53198
C -1.50303 -1.36940 3.47945
C 2.83738 0.62909 3.53174
C 2.46039 -2.90829 -0.82292
```

Atomic charges from the Mulliken analysis, expressed in e, are listed below: 0.3904 0.3524 0.3529 0.3037 -1.0283 -0.7442 0.4094 -0.7038 -0.7984 -0.7575 -0.7275 -0.6318 0.4038 -1.5775 0.4037 0.1190 0.4662 -0.5495 -0.5125 1.0370 0.3901 1.0554 0.8326 -0.4534 -0.1890 0.3112 0.4185 -1.7276 0.5291 0.0623 -0.0450 0.0041 -0.3342 0.4145 1.3185 -0.6184 -0.2993 0.4613 0.1923 -0.1571 0.4705 -0.9234 0.4673 -0.3448 -0.1224 0.2113 0.5715 0.4766 0.1783 -0.5040 0.2724 -1.1655 -0.7244 0.5195 0.0025 -0.4368 1.0030 0.1256 0.5207 0.5048 0.3815 -1.2500 1.5434 -0.0767 0.4649 -0.4715 0.2301 -0.1365 -0.1575 0.4453 -0.7736 0.0082 0.4615 -0.8206 -0.7062 -0.5874 0.1341 -0.3264 0.3823 0.8634 0.4480 0.1962 -0.5659 -0.6537 0.3928 0.4219 3.1965 -0.1777 0.2401 -0.9675 -0.1216 -0.6561 0.1627

---

Number 1: maximum force 1.34 eV/Å. Number 2: maximum force 0.95 eV/Å.